The following is a quantum chemistry calculation of a 6-piece molecular cluster, C24H36O18 overall, from the OMol25 dataset.

Geometry as XYZ:
```
78
Properties=species:S:1:pos:R:3:forces:R:3
C -21.43146 21.58920 -1.58814 0.4737 -0.8250 0.1214
C -20.07736 21.54007 -0.87323 -0.1590 -1.1184 -0.1264
C -18.97760 20.57222 -1.41664 -0.7827 0.1283 0.2540
O -17.82361 21.41313 -1.34313 0.4935 -2.8218 -0.6399
C -18.16474 22.65665 -1.19345 3.3132 3.2821 0.0641
O -17.32345 23.55256 -1.23307 -2.2406 -1.4289 0.0954
O -19.44486 22.77296 -0.95932 -0.7338 2.3492 -0.2415
H -21.37078 21.89145 -2.63363 0.4543 0.2951 0.0800
H -22.16239 22.22477 -1.08821 0.1485 -0.1437 0.1051
H -21.78006 20.55807 -1.64607 -0.3973 -0.0329 0.2803
H -20.11918 21.35797 0.20064 -0.7917 -0.2994 0.0653
H -19.15282 20.20168 -2.42664 0.1021 0.3807 -0.2422
H -18.85383 19.68840 -0.79083 0.1818 0.2176 0.1320
C -11.73398 18.39099 -3.74658 -0.1292 1.3309 0.7185
C -10.92447 19.29953 -4.64679 -0.2940 -0.9274 -0.1728
C -11.59499 19.52369 -5.99001 -0.1089 -0.1950 -0.4953
O -11.65233 20.95252 -6.14142 0.7824 0.1242 0.9053
C -11.19798 21.53907 -4.95696 -1.2643 3.9249 -0.5842
O -11.23655 22.76746 -4.73397 0.2796 -4.5320 -1.0105
O -10.82110 20.61535 -4.09613 0.2252 -0.2376 0.5633
H -11.86920 17.37285 -4.11158 0.3856 0.0922 0.0681
H -12.71208 18.85076 -3.60505 -0.2154 -0.1243 -0.0747
H -11.23867 18.48839 -2.78052 -0.1126 -0.7987 0.1869
H -9.91836 18.88275 -4.69318 0.1257 0.2747 -0.3957
H -12.59859 19.10609 -6.07053 -0.3234 0.3184 0.5743
H -11.09264 18.97380 -6.78585 0.5641 0.7643 -0.2974
C -16.95366 16.07382 -5.35607 0.2325 -1.0953 1.2818
C -16.94603 15.44614 -3.87282 0.1264 1.6025 -3.2335
C -15.71712 14.58593 -3.48207 -2.8850 0.6470 -1.7181
O -15.48046 15.09407 -2.22934 1.5919 0.6492 3.1429
C -16.11665 16.28271 -1.94145 -0.8185 0.4945 -0.8738
O -16.11584 16.98753 -0.97611 0.9431 -1.4457 -0.3793
O -16.85779 16.59810 -3.02663 -0.1907 -0.6196 0.1351
H -17.65682 16.90665 -5.34892 0.0279 -0.1428 -0.1748
H -17.20234 15.34489 -6.12738 -0.4327 -0.1124 0.1932
H -15.96811 16.42293 -5.66416 0.1104 0.2528 0.4534
H -17.89980 14.94021 -3.72301 0.0394 -0.0061 0.3044
H -14.94808 14.71205 -4.24416 0.5253 0.0100 0.5457
H -16.10502 13.56761 -3.45648 0.7029 -0.2025 0.3045
C -22.26817 22.65058 -7.38328 0.4942 0.5900 -0.0544
C -21.64832 21.39369 -7.90050 -2.4873 -1.5511 1.0061
C -21.94522 20.95101 -9.29579 -0.8953 0.1753 -1.2257
O -20.67759 20.62894 -9.88279 -0.3358 -0.2025 0.3425
C -19.77482 20.66658 -8.89948 3.8880 0.2863 0.1270
O -18.58949 20.31743 -9.00413 -3.7877 0.9032 0.4286
O -20.29785 21.29169 -7.79547 3.1665 -0.4346 -0.2741
H -22.22470 22.69958 -6.29526 0.1046 -0.0324 -0.0537
H -23.31735 22.71079 -7.67258 0.0502 -0.0034 -0.1148
H -21.70579 23.49312 -7.78573 -0.2115 0.2601 -0.0031
H -22.06950 20.54632 -7.35952 -0.0290 0.1463 0.9638
H -22.47353 21.71775 -9.86243 0.2103 -0.1767 -0.3953
H -22.53828 20.04152 -9.19979 -0.0800 0.0802 -0.7326
C -15.85444 21.55471 -5.55538 -0.0290 0.7894 0.5311
C -15.94793 23.09783 -5.64474 0.3799 0.7546 -0.8861
C -15.12222 23.81775 -6.75271 0.6466 -0.1749 0.7618
O -16.02685 24.80618 -7.29131 1.4709 -0.1562 -0.8154
C -17.26639 24.57005 -6.92594 -0.9178 -1.6469 0.7409
O -18.25513 25.07821 -7.37509 0.7745 -0.2968 0.6284
O -17.24618 23.55814 -5.97081 -1.8733 0.5144 -0.8176
H -14.97221 21.37624 -4.94064 0.0341 -0.3405 -0.0284
H -15.80146 20.95643 -6.46498 0.1987 0.6385 -0.4042
H -16.72255 21.14603 -5.03820 0.0094 0.2923 0.3045
H -15.71947 23.60870 -4.70937 0.1864 -0.6514 0.3797
H -14.70348 23.09513 -7.45312 -0.6791 0.1762 -0.7379
H -14.24270 24.35720 -6.40122 -0.2225 0.0420 0.3535
C -15.68659 23.14949 -12.22995 0.4747 0.8814 0.9848
C -16.87471 23.66810 -13.02595 0.3564 -1.1700 1.6881
C -18.01258 24.29580 -12.14611 1.3038 -1.9762 -0.3692
O -18.45954 25.30117 -13.00304 -1.1046 0.7996 0.0305
C -17.50105 25.65429 -13.86283 1.1331 2.3913 -1.1382
O -17.46865 26.70504 -14.48113 -0.2513 -2.5033 1.0640
O -16.50108 24.72406 -13.87102 -0.5636 0.7236 -0.5390
H -14.81913 22.74207 -12.74920 -0.5375 -0.2789 -0.5744
H -15.99875 22.46261 -11.44327 -0.2067 -0.3107 -0.2573
H -15.23810 23.96979 -11.66954 -0.1305 0.3674 0.0568
H -17.26701 22.80805 -13.56865 -0.2719 0.2786 -0.5494
H -17.68400 24.66118 -11.17316 0.2015 0.4030 -0.1412
H -18.74421 23.51064 -11.95548 -0.4191 0.3835 -0.1957
```
Forces are in eV/Å.

Computed properties:
Orbital gap ... 10.53 eV
SMILES string ... C[C@H]1COC(=O)O1.C[C@H]1COC(=O)O1.C[C@H]1COC(=O)O1.C[C@H]1COC(=O)O1.C[C@H]1COC(=O)O1.C[C@H]1COC(=O)O1
Net charge ... 0
Energy above the lowest of the compared OMol25 structures with the same formula, charge and spin ... 3.439 eV
HOMO energy ... -10.5 eV
DFT total energy ... -2290.43418 Eh